# 1
This record from OMol25 describes a structure of composition C13H30Mg2N3O10S4 at a distorted geometry. The level of theory is ωB97M-V/def2-TZVPD.

## Properties
* molar mass: 565.27 g mol⁻¹
* highest occupied orbital energy: -10.31 eV
* lowest unoccupied orbital energy: -8.005 eV
* HOMO-LUMO gap: 0.0848 Eh
* charge: +1

Each line ends with the natural charge from an NBO analysis.
Atoms and positions in Å:
Mg1 2.515 0.927 -1.156  0.92
Mg2 0.025 -1.575 4.490  0.69
N1 2.725 3.427 3.720  0.72
O1 2.965 3.360 2.534  -0.38
O2 2.934 4.441 4.262  -0.32
O3 2.301 2.397 4.259  -0.42
C1 -1.129 -0.781 0.232  0.89
O4 -1.631 -0.555 1.355  -0.34
O5 -0.868 0.024 -0.635  -0.46
O6 0.004 -1.033 0.664  -0.29
C2 -6.307 3.362 0.409  -0.74
C3 -7.112 2.790 1.393  0.28
N2 -7.790 2.357 2.227  -0.32
H1 -6.013 2.651 -0.363  0.25
H2 -5.421 3.603 0.997  0.26
H3 -6.760 4.172 -0.162  0.27
C4 -7.473 -4.139 4.688  -0.70
C5 -8.272 -5.283 4.101  0.28
N3 -8.885 -6.156 3.673  -0.32
H4 -8.101 -3.385 5.163  0.26
H5 -6.920 -3.707 3.854  0.25
H6 -6.818 -4.571 5.444  0.25
C6 4.689 -4.003 -6.131  -0.78
S1 3.041 -3.198 -5.706  1.19
O7 3.345 -2.175 -4.589  -1.01
C7 2.337 -4.577 -4.700  -0.81
H7 5.169 -4.411 -5.242  0.23
H8 5.364 -3.254 -6.545  0.24
H9 4.481 -4.775 -6.871  0.23
H10 1.691 -4.162 -3.927  0.25
H11 3.118 -5.037 -4.094  0.23
H12 1.978 -5.387 -5.335  0.23
C8 -3.804 2.773 7.316  -0.80
S2 -3.662 1.158 8.161  1.16
O8 -2.169 0.744 7.918  -0.98
C9 -3.756 2.035 9.819  -0.79
H13 -4.684 3.294 7.694  0.23
H14 -3.959 2.521 6.267  0.23
H15 -2.933 3.415 7.445  0.24
H16 -3.204 2.974 9.781  0.23
H17 -3.413 1.265 10.511  0.24
H18 -4.783 2.215 10.135  0.23
C10 -1.365 3.188 -7.827  -0.81
S3 -0.402 2.426 -9.198  1.20
O9 -1.412 1.636 -10.028  -0.97
C11 -0.167 3.982 -10.194  -0.83
H19 -0.601 3.794 -7.341  0.21
H20 -1.975 2.549 -7.188  0.25
H21 -1.990 3.855 -8.420  0.23
H22 0.132 4.768 -9.501  0.21
H23 -0.981 4.398 -10.788  0.25
H24 0.562 3.956 -11.003  0.25
C12 8.146 -3.188 0.824  -0.83
S4 8.106 -1.600 -0.093  1.21
O10 6.812 -0.824 0.130  -0.98
C13 9.280 -0.730 1.028  -0.82
H25 7.436 -3.032 1.636  0.24
H26 9.155 -3.521 1.068  0.24
H27 7.919 -3.934 0.062  0.23
H28 9.410 0.197 0.470  0.23
H29 10.235 -1.184 1.291  0.24
H30 8.886 -0.480 2.014  0.24



# 2
This record from OMol25 describes a structure of composition C8H20ClMgO4 at a distorted geometry. The level of theory is ωB97M-V/def2-TZVPD.

## Properties
* 2S+1: 2
* molar mass: 240.00 g mol⁻¹
* highest occupied orbital energy (alpha / beta): -16.02 / -16.02 eV
* lowest unoccupied orbital energy (alpha / beta): -6.230 / -10.996 eV
* HOMO-LUMO gap (alpha / beta): 0.3599 / 0.1845 Eh
* charge: +2

Each line ends with the Löwdin spin population.
Atoms and positions in Å:
Mg1 2.672 0.917 0.897  0.00
Cl1 1.251 2.252 -0.394  0.00
C1 0.102 0.546 2.557  0.00
O1 1.511 0.482 2.493  0.00
C2 2.063 -0.535 3.354  0.00
C3 3.578 -0.554 3.239  0.00
O2 3.999 -0.429 1.896  0.00
C4 5.321 -1.099 1.618  0.00
H1 -0.154 1.051 3.488  0.00
H2 -0.149 -0.509 2.669  0.00
H3 -0.370 0.912 1.645  0.00
H4 1.693 -1.512 3.043  0.00
H5 1.862 -0.512 4.425  0.00
H6 3.908 -1.501 3.667  0.00
H7 3.975 0.303 3.783  0.00
H8 5.726 -1.085 0.606  0.00
H9 5.508 -2.128 1.922  0.00
H10 6.009 -0.601 2.301  0.00
C5 -3.522 1.583 -4.923  0.08
O3 -3.017 0.679 -4.009  0.56
C6 -3.849 0.271 -2.955  0.08
C7 -3.213 -0.935 -2.232  0.02
O4 -1.839 -0.795 -1.953  0.10
C8 -1.582 -0.206 -0.690  0.01
H11 -2.856 1.874 -5.736  0.00
H12 -3.913 2.517 -4.520  0.03
H13 -4.351 1.000 -5.325  0.05
H14 -4.765 -0.093 -3.420  0.02
H15 -3.975 1.086 -2.241  0.04
H16 -3.337 -1.795 -2.890  0.01
H17 -3.700 -1.334 -1.343  0.00
H18 -0.551 0.103 -0.517  0.00
H19 -1.983 -0.726 0.180  0.00
H20 -2.054 0.775 -0.637  0.01



# 3
This record from OMol25 describes a structure of composition C34H24F6IrN5O5S3Se. The level of theory is ωB97M-V/def2-TZVPD.

## Properties
* 2S+1: 2
* molar mass: 1063.96 g mol⁻¹
* highest occupied orbital energy (alpha / beta): -10.35 / -10.33 eV
* lowest unoccupied orbital energy (alpha / beta): -3.688 / -5.322 eV
* HOMO-LUMO gap (alpha / beta): 0.2448 / 0.1842 Eh
* charge: +1

Each line ends with the Löwdin spin population.
Atoms and positions in Å:
Ir1 1.944 -0.094 1.753  0.12
F1 3.864 -0.691 7.055  0.00
C1 2.883 -1.024 6.238  0.00
F2 2.984 -2.301 5.904  0.00
F3 1.712 -0.804 6.818  0.00
S1 2.979 0.034 4.724  0.00
O1 2.035 -0.662 3.806  0.00
O2 2.615 1.353 5.119  0.02
N1 4.471 -0.092 4.283  0.00
S2 5.012 -0.613 2.909  0.00
O3 4.061 -0.369 1.794  0.00
O4 6.332 -0.187 2.628  0.00
C2 5.114 -2.432 3.193  0.00
F4 3.890 -2.919 3.299  0.00
F5 5.763 -3.009 2.195  0.00
F6 5.765 -2.638 4.328  0.00
C3 -7.097 1.199 -8.340  0.00
O5 -7.341 1.133 -6.941  0.00
C4 -6.283 1.014 -6.117  0.00
C5 -6.579 0.952 -4.752  0.00
C6 -5.568 0.828 -3.830  0.00
C7 -4.232 0.764 -4.242  0.00
C8 -3.948 0.828 -5.600  0.00
C9 -4.958 0.952 -6.542  0.00
C10 -3.189 0.639 -3.228  0.00
N2 -3.396 0.600 -1.928  0.00
C11 -2.159 0.482 -1.368  0.00
C12 -1.173 0.452 -2.337  0.00
N3 -1.852 0.554 -3.525  0.00
C13 0.217 0.338 -2.042  0.00
C14 1.289 0.293 -2.950  0.00
C15 2.574 0.185 -2.478  0.00
C16 2.812 0.121 -1.103  0.00
N4 1.812 0.162 -0.242  0.00
C17 0.532 0.257 -0.682  0.00
C18 -0.480 0.272 0.335  0.00
N5 -0.038 0.176 1.616  0.00
C19 -0.906 0.192 2.612  0.00
C20 -2.279 0.310 2.372  0.00
C21 -2.748 0.406 1.085  0.00
C22 -1.831 0.390 0.023  0.00
H1 -8.072 1.291 -8.808  0.00
H2 -6.607 0.291 -8.696  0.00
H3 -6.490 2.072 -8.591  0.00
H4 -7.615 1.002 -4.447  0.00
H5 -5.793 0.779 -2.774  0.00
H6 -2.927 0.785 -5.963  0.00
H7 -4.704 1.000 -7.590  0.00
H8 -1.458 0.551 -4.449  0.00
H9 1.108 0.340 -4.016  0.00
H10 3.414 0.145 -3.155  0.00
H11 3.806 0.025 -0.688  0.00
H12 -0.498 0.096 3.609  0.00
H13 -2.954 0.320 3.216  0.00
H14 -3.805 0.494 0.871  0.00
S3 2.626 2.126 2.202  0.53
C23 1.678 3.485 1.740  0.06
C24 0.575 3.450 0.871  0.07
C25 -0.055 4.621 0.507  0.00
C26 0.392 5.840 1.012  0.10
C27 1.467 5.887 1.891  -0.01
C28 2.113 4.722 2.254  0.08
H15 0.231 2.510 0.486  0.00
H16 -0.899 4.593 -0.169  0.00
H17 -0.101 6.757 0.717  0.01
H18 1.803 6.834 2.288  0.00
H19 2.951 4.741 2.938  0.00
Se1 1.267 -2.396 0.946  0.00
C29 1.800 -3.996 1.846  0.00
C30 1.004 -4.503 2.868  0.00
C31 1.339 -5.705 3.476  0.00
C32 2.461 -6.406 3.058  0.00
C33 3.243 -5.911 2.022  0.00
C34 2.913 -4.710 1.416  0.00
H20 0.124 -3.957 3.182  0.00
H21 0.720 -6.095 4.274  0.00
H22 2.720 -7.344 3.531  0.00
H23 4.108 -6.465 1.683  0.00
H24 3.516 -4.323 0.604  0.00



# 4
This record from OMol25 describes the molecule C4H7N3O at a distorted geometry. The level of theory is ωB97M-V/def2-TZVPD.

## Properties
* molar mass: 113.12 g mol⁻¹
* highest occupied orbital energy: -7.81 eV
* lowest unoccupied orbital energy: 0.952 eV
* SMILES: Cn1ccn(N)c1=O
* HOMO-LUMO gap: 0.3221 Eh

Each line ends with the natural charge from an NBO analysis.
Atoms and positions in Å:
C1 -0.824 1.959 0.972  -0.42
N1 -0.102 0.850 0.355  -0.43
C2 0.742 0.942 -0.750  -0.09
C3 0.933 -0.329 -1.260  -0.10
N2 0.206 -1.244 -0.500  -0.27
N3 0.297 -2.600 -0.501  -0.66
C4 -0.469 -0.552 0.489  0.74
O1 -1.136 -1.061 1.387  -0.65
H1 -0.139 2.617 1.682  0.20
H2 -1.226 2.703 0.192  0.21
H3 -1.572 1.578 1.736  0.25
H4 1.220 1.793 -1.265  0.23
H5 1.749 -0.502 -2.015  0.23
H6 -0.548 -3.064 -0.778  0.38
H7 0.870 -3.090 0.256  0.38



Short version: E = -3421.85753 -1277.37709 -6259.40300 -396.07639 hartree, in the order given.